The following is a DFT calculation (ωB97M-V/def2-TZVPD) of a 6-piece molecular cluster, C37H30F3NO23 overall.

Summary:
Electronic energy: -3512.6753 hartree
SMILES: CCCN[C@H]1OC(=O)O[C@H]1C(F)(F)F.O=C1C=C(O)C(=O)C=C1O.O=C1C=C(O)C(=O)C=C1O.O=C1C=C(O)C(=O)C=C1O.O=C1C=C(O)C(=O)C=C1O.O=C1C=C(O)C(=O)C=C1O
Largest force on an atom: 0.1198 Eh/bohr
LUMO: -0.06767 Eh
Gap between HOMO and LUMO: 7.6 eV
M: 913.62 g mol⁻¹

```
! RIJCOSX wB97M-V def2-TZVPD def2/J DEFGRID3
* xyz 0 1
C -0.30116 2.03732 0.83255
C -0.64110 1.04422 -0.41949
C -2.11747 0.35736 -0.26580
N -2.98054 0.88114 -1.36712
C -4.13295 1.66131 -0.87599
O -4.88394 2.48083 -1.83610
C -5.94180 2.98921 -0.97367
O -6.37018 4.15810 -0.88669
O -6.34579 1.82425 -0.20496
C -5.15802 1.04534 0.20139
C -5.55728 -0.50579 0.15235
F -5.21700 -1.16544 1.38711
F -5.04739 -1.22127 -0.95789
F -6.99255 -0.57726 0.04551
H -1.16664 2.02019 1.59506
H -0.11676 3.10245 0.46938
H 0.64425 1.68713 1.37281
H 0.20368 0.25531 -0.42611
H -0.55249 1.60447 -1.42812
H -1.93703 -0.77377 -0.42401
H -2.52481 0.51825 0.78978
H -3.23876 0.16445 -2.05739
H -3.61818 2.49710 -0.25263
H -4.93918 1.51808 1.22414
C -0.81258 5.15637 -3.35752
C -0.63435 6.25445 -4.09624
C -0.54696 7.60560 -3.46980
O -0.36491 8.58547 -4.17098
C -0.69096 7.69833 -2.01261
C -0.87255 6.60054 -1.27597
C -0.93229 5.24817 -1.89932
O -1.08121 4.26413 -1.19249
O -1.01039 6.67269 0.07846
O -0.52422 6.18272 -5.45304
H -0.87558 4.17025 -3.79840
H -0.64350 8.68531 -1.57232
H -1.12762 5.74936 0.37708
H -0.40059 7.10767 -5.75814
C 1.13764 -2.44740 2.24724
C 2.18061 -3.27983 2.28622
C 2.20500 -4.52810 1.47373
O 3.18045 -5.26000 1.51603
C 1.03113 -4.83298 0.64516
C -0.01292 -4.00236 0.60905
C -0.02546 -2.74082 1.40026
O -0.98723 -1.99232 1.33215
O -1.10694 -4.27937 -0.15496
O 3.26166 -3.01739 3.07047
H 1.10730 -1.53637 2.83021
H 1.05474 -5.75151 0.07401
H -1.71955 -3.53107 -0.01241
H 3.87741 -3.76461 2.92269
C 7.32066 -4.49896 5.28742
C 8.54960 -4.97101 5.50886
C 8.96928 -6.31091 5.00688
O 10.10537 -6.70227 5.21128
C 7.97941 -7.11430 4.28143
C 6.74961 -6.64342 4.06311
C 6.33951 -5.29264 4.54158
O 5.21243 -4.88733 4.30818
O 5.81933 -7.38019 3.39256
O 9.47085 -4.24608 6.20231
H 7.00412 -3.52779 5.64422
H 8.29075 -8.09163 3.93784
H 5.01616 -6.82257 3.36335
H 10.27509 -4.80167 6.22485
C -3.56615 9.20841 -9.49974
C -4.34542 8.13526 -9.34881
C -3.96191 7.01914 -8.43811
O -4.70622 6.06285 -8.30991
C -2.68175 7.11992 -7.72766
C -1.90190 8.19158 -7.88188
C -2.29831 9.31933 -8.77098
O -1.56850 10.29098 -8.87313
O -0.70649 8.29908 -7.22964
O -5.52468 8.01735 -10.02124
H -3.83361 10.02623 -10.15560
H -2.40644 6.29537 -7.08344
H -0.33619 9.16129 -7.50553
H -5.89867 7.15858 -9.74116
C 0.77497 -6.92105 6.80310
C 0.21172 -5.98625 6.03465
C 0.16478 -6.12516 4.55107
O -0.37449 -5.26023 3.88089
C 0.78315 -7.31213 3.95136
C 1.34956 -8.24532 4.71963
C 1.37217 -8.11962 6.20480
O 1.88207 -9.00023 6.87639
O 1.92994 -9.35140 4.17590
O -0.34464 -4.86636 6.57637
H 0.81375 -6.83352 7.88078
H 0.75801 -7.39220 2.87264
H 2.26374 -9.86941 4.93507
H -0.68369 -4.35157 5.81765
*
```

=====

The following is a DFT calculation (ωB97M-V/def2-TZVPD) of C37H31ClIMoO2PSi as an isolated structure.

Summary:
Relative energy (zero: lowest compared OMol25 entry of this formula, charge and spin): 1.447 eV
Electronic energy: -3035.4264 hartree
Largest force on an atom: 0.0088 Eh/bohr
LUMO (spin up / spin down): -0.23172 / -0.23296 Eh
Gap between HOMO and LUMO (spin up / spin down): 6.6 / 5.9 eV
Expectation value of S²: 2.015
M: 825.01 g mol⁻¹

```
! RIJCOSX wB97M-V def2-TZVPD def2/J DEFGRID3
* xyz 2 3
Mo -2.28082 0.63995 0.47716
Cl -2.42432 7.92503 -0.78935
C -2.12736 6.28323 -0.35868
C -1.07248 5.97357 0.51039
C -0.80326 4.67161 0.86099
C -1.57589 3.60901 0.36626
O -1.24583 2.36688 0.68793
C -2.66706 3.93468 -0.47760
C -3.59520 2.96365 -0.93866
O -3.63466 1.75616 -0.61815
C -2.91624 5.27774 -0.84105
H -0.46960 6.77985 0.90798
H 0.00307 4.44730 1.54461
H -4.38291 3.30402 -1.61640
H -3.74945 5.50772 -1.49358
I -4.37993 -0.92189 1.21760
C -4.31151 -2.91340 0.51785
C -5.53704 -3.51336 0.60904
C -5.69275 -4.89174 0.37903
C -4.58941 -5.64804 0.13323
C -3.30775 -5.05277 0.03878
C -2.18218 -5.89007 -0.14866
C -0.92197 -5.37721 -0.21880
C -0.76307 -3.98357 -0.20480
C -1.82715 -3.11874 -0.06740
P -1.38934 -1.38914 -0.36220
C -0.12909 -1.03056 0.90198
C -0.55992 -0.99761 2.22915
C 0.35747 -0.81501 3.27054
C 1.70406 -0.74813 2.99118
C 2.14756 -0.78754 1.66383
C 1.24220 -0.87813 0.61958
C -0.62436 -1.32399 -2.00463
C -0.63711 -2.38817 -2.90262
C -0.10546 -2.23019 -4.17613
C 0.44096 -1.01635 -4.56203
C 0.43996 0.05554 -3.67735
C -0.10099 -0.09505 -2.41232
C -3.14287 -3.64119 0.15768
H -6.40767 -2.93427 0.89121
H -6.67527 -5.33729 0.44598
H -4.66843 -6.72078 0.01278
H -2.34833 -6.95809 -0.21514
H -0.06066 -6.02139 -0.32682
H 0.23281 -3.57924 -0.35139
H -1.59389 -1.21472 2.47733
H 0.00898 -0.80075 4.29487
H 2.42271 -0.69606 3.79950
H 3.20837 -0.78962 1.45394
H 1.59389 -0.94539 -0.40470
H -1.07004 -3.33973 -2.62777
H -0.12788 -3.06063 -4.86877
H 0.84961 -0.89839 -5.55667
H 0.83677 1.01393 -3.98818
H -0.14438 0.75105 -1.73546
C 1.85340 2.51136 2.38743
Si 2.63621 2.12833 0.77527
C 1.78279 2.66699 -0.74872
C 4.33289 1.52732 0.69966
C 4.87527 1.04279 -0.50095
C 6.18068 0.58774 -0.54134
C 6.96270 0.63439 0.60747
C 6.44564 1.12596 1.80223
C 5.13482 1.56064 1.85316
H 1.91795 3.58261 2.60279
H 2.32064 1.96605 3.20337
H 0.79207 2.25723 2.31203
H 1.96030 3.74958 -0.81166
H 0.70669 2.51887 -0.68068
H 2.18846 2.21333 -1.65181
H 4.27813 1.01791 -1.40556
H 6.59488 0.20656 -1.46468
H 7.98741 0.28842 0.57115
H 7.06784 1.16785 2.68568
H 4.73630 1.93333 2.79008
*
```

=====

The following is a DFT calculation (ωB97M-V/def2-TZVPD) of C37H31FIrN5O3 as an isolated structure.

Summary:
Relative energy (zero: lowest compared OMol25 entry of this formula, charge and spin): 1.594 eV
Electronic energy: -2131.9805 hartree
Largest force on an atom: 0.0550 Eh/bohr
LUMO (spin up / spin down): -0.15331 / -0.18565 Eh
Gap between HOMO and LUMO (spin up / spin down): 6.4 / 5.2 eV
Expectation value of S²: 1.209
M: 804.90 g mol⁻¹

```
! RIJCOSX wB97M-V def2-TZVPD def2/J DEFGRID3
* xyz 1 2
Ir 0.43037 0.38914 -0.31933
C -0.54125 -3.09470 3.99709
C -0.91015 -3.70331 2.80753
C -0.44804 -3.20718 1.59916
C 0.39610 -2.09716 1.57476
C 0.76022 -1.49155 2.77406
C 0.29774 -1.98831 3.97509
N 0.82717 -1.54685 0.33825
C 1.15952 -2.38994 -0.65568
C 1.58065 -3.74099 -0.48671
C 1.87326 -4.49643 -1.58202
C 1.79246 -3.95196 -2.88944
C 1.43297 -2.64641 -3.08031
C 1.12190 -1.86104 -1.96047
N 0.71999 -0.55248 -2.01053
N 0.57645 0.01125 -3.16856
C 0.32029 1.33972 -3.09229
C 0.05253 2.05927 -4.26187
C -0.15018 3.41256 -4.18580
C -0.03638 4.04395 -2.94448
C 0.22703 3.28100 -1.83469
N 0.36036 1.93761 -1.87503
H -0.91999 -3.46898 4.93871
H -1.57173 -4.55945 2.81440
H -0.78211 -3.64126 0.66507
H 1.41208 -0.62781 2.74781
H 0.58003 -1.50621 4.90098
H 1.67956 -4.15029 0.50756
H 2.18023 -5.52522 -1.44829
H 2.02482 -4.57291 -3.74420
H 1.38784 -2.20410 -4.06492
H 0.00479 1.51322 -5.19316
H -0.37398 3.98799 -5.07403
H -0.14744 5.11349 -2.84373
H 0.34743 3.75058 -0.87367
F 5.88032 -3.42704 -1.47012
C 5.09635 -2.42279 -1.06545
C 4.78450 -1.41592 -1.96210
C 3.98269 -0.37603 -1.53419
C 3.47560 -0.34179 -0.23226
C 2.66537 0.77312 0.22423
C 3.79542 -1.39208 0.63259
C 4.61773 -2.42749 0.23065
H 5.18163 -1.45733 -2.96719
H 3.73970 0.43273 -2.21571
H 2.69557 1.69370 -0.34698
H 2.49089 0.86718 1.29011
H 3.39625 -1.38313 1.64031
H 4.89357 -3.23154 0.89965
C -2.07631 5.71555 2.89724
C -1.43386 4.55857 2.19072
C -2.14665 3.76943 1.28924
C -1.51601 2.72649 0.64614
N -0.23024 2.42941 0.84325
C 0.45497 3.16147 1.71901
C -0.10062 4.22716 2.40230
H -3.16160 5.64113 2.86516
H -1.78837 6.65440 2.42000
H -1.75610 5.76353 3.93750
H -3.19715 3.95286 1.10486
H -2.06065 2.10151 -0.05345
H 1.49440 2.89279 1.87022
H 0.50126 4.78563 3.10743
O -1.88778 -0.88206 -1.05657
C -3.12850 -0.71432 -0.47372
C -4.26618 -0.89723 -1.25021
C -5.52671 -0.73472 -0.70418
C -5.65873 -0.39308 0.63375
C -4.52303 -0.23152 1.40848
C -3.24387 -0.38671 0.87600
C -2.08123 -0.19138 1.83714
O -2.28942 -0.31206 3.02720
O -0.92751 0.14451 1.33939
H -2.02079 -1.16575 -1.96937
H -4.15581 -1.17280 -2.29549
H -6.40114 -0.88523 -1.32339
H -6.63845 -0.26971 1.07536
H -4.59400 0.00526 2.46120
*
```